(1)
Here is C6H13NO as an isolated structure at a distorted geometry from OMol25. Energies are from wB97M-V/def2-TZVPD.

Output
HOMO-LUMO gap in eV: 10.5
Energy above the lowest of the compared OMol25 structures with the same formula, charge and spin in kcal per mole: 249.6

Geometry (Å):
C (-3.740, 1.123, -0.409)
C (-0.324, 0.923, -0.154)
C (0.764, -0.084, -0.314)
C (0.413, -1.061, -1.250)
C (1.239, -0.466, 1.054)
C (2.831, -0.660, 1.177)
H (-4.145, 0.235, -0.005)
H (-3.649, 0.901, -1.299)
H (-3.968, 2.086, -0.385)
H (0.066, 1.699, 0.384)
H (1.797, 0.806, -0.525)
H (-0.392, -1.480, -1.270)
H (1.069, -1.743, -1.117)
H (0.114, -0.535, -2.280)
H (0.937, -0.138, 1.869)
H (0.985, -1.802, 1.302)
H (3.448, -1.348, 0.422)
H (3.269, 0.424, 1.212)
H (3.272, -1.061, 1.994)
N (-1.486, 0.577, -0.338)
O (-2.503, 1.603, -0.068)

***

(2)
Here is C9H9O6Pd as an isolated structure at a distorted geometry from OMol25. Energies are from wB97M-V/def2-TZVPD.

Output
Charge: +1
Multiplicity: 3
HOMO-LUMO gap (alpha / beta) in eV: 7.3 / 6.7
Energy above the lowest of the compared OMol25 structures with the same formula, charge and spin in kcal per mole: 20.7

Geometry (Å):
O (-0.980, 1.131, -3.045)
C (-1.167, 0.404, -2.098)
Pd (-2.597, 0.726, -0.927)
C (-2.267, 1.048, 0.921)
O (-2.210, 1.280, 2.052)
C (-0.087, -0.885, -2.093)
O (-0.591, -1.980, -1.866)
C (1.274, -0.569, -2.297)
O (1.901, 0.422, -1.981)
C (-3.317, 2.241, -1.843)
O (-3.741, 3.159, -2.396)
H (1.479, -1.522, -2.754)
C (1.220, -1.310, 1.971)
C (1.962, -0.027, 1.574)
C (0.880, 0.855, 0.945)
O (-0.177, -0.006, 0.506)
C (-0.104, -1.257, 1.201)
H (1.783, -2.215, 1.736)
H (1.003, -1.307, 3.043)
H (2.727, -0.242, 0.820)
H (2.435, 0.471, 2.422)
H (0.484, 1.562, 1.690)
H (1.237, 1.422, 0.081)
H (-0.183, -2.059, 0.458)
H (-0.965, -1.341, 1.879)

***

(3)
Here is C16H10AlBrCl5 as an isolated structure at a distorted geometry from OMol25. Energies are from wB97M-V/def2-TZVPD.

Output
Charge: -1
HOMO-LUMO gap in eV: 6.4

Geometry (Å):
C (1.618, -0.373, -1.551)
C (1.897, 0.853, -0.874)
C (2.155, 0.537, 0.520)
H (2.009, 1.857, -1.332)
C (2.014, -0.894, 0.679)
C (1.685, -1.447, -0.602)
H (1.579, -2.530, -0.815)
H (1.493, -0.473, -2.647)
H (2.475, 1.243, 1.308)
H (2.270, -1.468, 1.587)
Al (0.059, 0.156, 0.417)
Br (-0.329, 2.345, 0.534)
C (-2.258, -0.207, 0.115)
C (-1.679, -1.461, -0.261)
C (-1.047, -1.304, -1.548)
H (-1.831, -2.424, 0.268)
C (-1.221, 0.049, -1.960)
C (-1.979, 0.741, -0.949)
H (-2.375, 1.773, -1.025)
H (-2.893, -0.008, 1.011)
H (-0.599, -2.132, -2.139)
H (-0.885, 0.507, -2.914)
Cl (1.050, 2.188, 3.211)
C (0.360, 0.660, 3.500)
C (0.057, -0.298, 2.487)
C (-0.169, -1.609, 2.920)
Cl (-0.130, -2.953, 1.829)
C (-0.310, -1.911, 4.263)
Cl (-0.609, -3.522, 4.792)
C (-0.128, -0.937, 5.228)
Cl (-0.285, -1.304, 6.898)
C (0.199, 0.338, 4.833)
Cl (0.536, 1.509, 6.045)

***

(4)
Here is a 5-piece molecular cluster, C24H59N5O2 overall at a distorted geometry from OMol25. Energies are from wB97M-V/def2-TZVPD.

Output
HOMO-LUMO gap in eV: 8.4
Energy above the lowest of the compared OMol25 structures with the same formula, charge and spin in kcal per mole: 68.6

Geometry (Å):
C (4.207, 1.792, -5.285)
C (2.839, 2.525, -4.919)
N (2.732, 2.693, -3.456)
C (3.867, 3.377, -2.750)
C (4.191, 4.783, -3.389)
C (1.404, 3.149, -2.930)
C (0.266, 2.098, -3.151)
H (4.440, 0.939, -4.648)
H (5.046, 2.481, -5.180)
H (4.327, 1.417, -6.302)
H (2.795, 3.410, -5.553)
H (2.165, 1.743, -5.270)
H (3.695, 3.616, -1.701)
H (4.805, 2.823, -2.790)
H (3.408, 5.476, -3.083)
H (5.080, 5.141, -2.871)
H (4.232, 4.654, -4.471)
H (1.190, 4.127, -3.360)
H (1.421, 3.274, -1.847)
H (0.316, 1.556, -2.207)
H (0.295, 1.454, -4.030)
H (-0.731, 2.529, -3.241)
C (8.409, -2.745, 4.482)
C (8.636, -1.751, 3.286)
N (7.821, -0.635, 3.735)
C (6.614, -0.327, 2.858)
C (5.633, -1.488, 2.726)
C (8.650, 0.523, 4.012)
C (8.128, 1.463, 5.074)
H (8.914, -3.695, 4.307)
H (7.367, -2.822, 4.793)
H (8.966, -2.401, 5.353)
H (9.678, -1.472, 3.130)
H (8.151, -2.051, 2.357)
H (6.084, 0.611, 3.021)
H (7.072, -0.201, 1.877)
H (4.695, -1.049, 2.386)
H (5.894, -2.219, 1.961)
H (5.391, -2.140, 3.566)
H (8.888, 1.033, 3.079)
H (9.621, 0.253, 4.428)
H (7.262, 2.068, 4.806)
H (8.883, 2.233, 5.235)
H (8.053, 0.964, 6.040)
C (-5.289, 0.206, -2.441)
C (-6.246, -1.025, -2.528)
N (-7.433, -0.835, -3.432)
C (-8.321, 0.187, -2.872)
C (-8.791, -0.287, -1.480)
C (-7.248, -0.731, -4.884)
C (-6.485, -1.895, -5.440)
H (-4.993, 0.471, -3.456)
H (-4.393, -0.096, -1.899)
H (-5.852, 1.069, -2.085)
H (-5.653, -1.910, -2.763)
H (-6.533, -1.363, -1.533)
H (-7.944, 1.199, -2.728)
H (-9.260, 0.264, -3.421)
H (-8.043, 0.143, -0.814)
H (-9.714, 0.195, -1.161)
H (-8.885, -1.359, -1.305)
H (-6.635, 0.164, -4.992)
H (-8.157, -0.632, -5.478)
H (-6.298, -1.628, -6.480)
H (-7.130, -2.772, -5.486)
H (-5.528, -2.094, -4.958)
C (-3.625, 2.337, 2.559)
C (-2.231, 2.020, 2.158)
O (-1.497, 2.937, 1.794)
N (-1.849, 0.749, 2.077)
C (-0.478, 0.328, 1.918)
H (-3.680, 3.218, 3.197)
H (-3.943, 1.540, 3.232)
H (-4.303, 2.375, 1.707)
H (-2.540, 0.098, 2.422)
H (-0.324, -0.114, 0.934)
H (-0.334, -0.454, 2.664)
H (0.234, 1.135, 2.090)
C (-5.803, -3.267, 3.474)
C (-4.366, -3.823, 3.412)
O (-3.526, -3.158, 2.850)
N (-4.166, -5.018, 3.928)
C (-2.818, -5.572, 3.985)
H (-6.299, -3.760, 4.310)
H (-6.281, -3.238, 2.495)
H (-5.826, -2.232, 3.816)
H (-4.927, -5.427, 4.451)
H (-2.525, -6.282, 3.211)
H (-2.730, -6.143, 4.909)
H (-2.128, -4.728, 3.966)

***

(5)
Here is an isolated ion of composition C15H14NO4 and charge -1 at a distorted geometry from OMol25. Energies are from wB97M-V/def2-TZVPD.

Output
Charge: -1
HOMO-LUMO gap in eV: 6.7

Geometry (Å):
C (-4.997, 1.321, -1.190)
O (-3.927, 2.344, -1.184)
C (-2.649, 1.884, -1.134)
C (-1.633, 2.874, -1.061)
C (-0.290, 2.555, -0.883)
C (0.076, 1.106, -0.798)
O (1.276, 0.736, -0.592)
C (-0.945, 0.184, -0.975)
C (-2.261, 0.535, -1.121)
H (-5.924, 1.874, -1.209)
H (-4.950, 0.644, -2.080)
H (-4.985, 0.669, -0.254)
H (-1.914, 3.923, -1.131)
H (0.490, 3.323, -0.826)
H (-0.661, -0.837, -0.944)
H (-2.967, -0.227, -1.172)
C (2.157, -0.635, -0.389)
C (3.569, -0.211, -0.447)
N (4.283, -0.265, -1.624)
O (5.340, 0.356, -1.858)
O (3.721, -1.056, -2.504)
C (1.699, -1.319, 0.857)
C (0.881, -2.461, 0.845)
C (0.271, -2.913, 2.008)
C (0.525, -2.214, 3.184)
C (1.384, -1.120, 3.256)
C (2.012, -0.720, 2.085)
H (1.778, -1.060, -1.370)
H (4.032, 0.396, 0.324)
H (0.708, -2.969, -0.101)
H (-0.395, -3.774, 1.981)
H (0.027, -2.514, 4.081)
H (1.584, -0.556, 4.164)
H (2.685, 0.127, 2.060)

***

Short version: molar mass = 115.18 319.58 486.41 449.77 272.28 g/mol, in the order given.